[1]
{
  "formula": "C20H28BrN2OS2V",
  "method": "ωB97M-V/def2-TZVPD",
  "symbols": ["V", "C", "C", "C", "C", "C", "C", "C", "C", "C", "C", "H", "H", "H", "H", "H", "H", "H", "H", "H", "H", "H", "H", "H", "H", "C", "C", "S", "O", "C", "C", "H", "H", "H", "H", "H", "H", "H", "H", "H", "H", "Br", "C", "C", "C", "N", "C", "C", "H", "H", "H", "H", "S", "C", "N"],
  "xyz": [[-0.1088, -0.1484, 0.0789], [-1.6140, -1.3120, 2.6020], [-0.0968, -1.3585, 2.8080], [0.3906, -0.2337, 3.7142], [0.7148, -1.4890, 1.4724], [0.5232, -2.7444, 0.7506], [1.5531, -3.3950, 0.1384], [2.8814, -2.8948, 0.2182], [4.0121, -3.6877, -0.2790], [3.1007, -1.6358, 0.8565], [2.0793, -0.9647, 1.4558], [-2.1029, -1.4120, 3.5706], [-1.9916, -2.1228, 1.9778], [-1.9398, -0.3518, 2.1847], [0.1377, -2.3052, 3.3082], [0.3241, 0.7468, 3.2331], [1.4118, -0.3872, 4.0602], [-0.2391, -0.2057, 4.6032], [-0.4531, -3.2127, 0.7856], [1.3831, -4.3545, -0.3361], [4.3318, -4.3420, 0.5527], [4.8809, -3.0823, -0.5332], [3.7355, -4.3590, -1.0914], [4.1130, -1.2526, 0.9151], [2.2965, -0.0556, 2.0063], [-1.4126, 3.2497, 3.5187], [-0.4665, 3.6082, 2.3903], [-0.8087, 3.0121, 0.7212], [-0.4575, 1.4050, 0.7936], [-2.6023, 3.1153, 0.4975], [-3.4544, 2.0248, 1.1232], [-0.9926, 3.6761, 4.4313], [-1.5033, 2.1747, 3.6663], [-2.3980, 3.6926, 3.3868], [0.5710, 3.3072, 2.5598], [-0.4429, 4.6900, 2.1913], [-2.7292, 3.1863, -0.5835], [-2.8098, 4.1090, 0.9160], [-3.2561, 1.0533, 0.6700], [-4.4959, 2.2761, 0.9174], [-3.3392, 1.9540, 2.2007], [3.9251, 1.2730, -4.8511], [2.7870, 0.8547, -3.4917], [2.8639, 1.5258, -2.2507], [1.9828, 1.2043, -1.2645], [1.0221, 0.2331, -1.4189], [0.9494, -0.4178, -2.6261], [1.8001, -0.1404, -3.6537], [3.6035, 2.2984, -2.0858], [2.0218, 1.7135, -0.3092], [0.1803, -1.1693, -2.7278], [1.7024, -0.6742, -4.5902], [-3.8224, -1.9342, -1.6021], [-2.5346, -1.3730, -1.0701], [-1.4384, -0.9227, -0.6236]],
  "total_charge": 4,
  "total_energy_ha": -5276.38919,
  "orbital_gap_ev": [5.63, 5.62],
  "e_above_lowest_kcal_mol": 15.7,
  "molar_mass_g_mol": 507.44,
  "spin_multiplicity": 1,
  "lumo_ev": [-15.5, -15.5]
}

=====

[2]
{
  "formula": "C20H28CaCl2N3OS2",
  "method": "ωB97M-V/def2-TZVPD",
  "symbols": ["Ca", "C", "C", "N", "C", "C", "S", "C", "C", "N", "H", "H", "H", "H", "H", "H", "H", "H", "H", "H", "H", "H", "H", "H", "Cl", "C", "C", "C", "C", "C", "Cl", "C", "S", "H", "H", "H", "O", "C", "C", "C", "C", "C", "C", "C", "C", "N", "H", "H", "H", "H", "H", "H", "H", "H", "H", "H", "H"],
  "xyz": [[0.3603, -0.1655, 0.2414], [2.9244, 2.0857, 0.9273], [2.3175, 2.4506, -0.4193], [0.9067, 2.0807, -0.5797], [-0.1096, 3.0225, -0.1326], [-0.1334, 3.2466, 1.3901], [-0.2413, 1.7586, 2.4119], [1.3094, 1.8954, 3.3791], [2.3923, 0.9279, 2.9660], [2.5024, 0.7778, 1.5055], [4.0287, 2.1367, 0.8391], [2.6263, 2.8635, 1.6425], [2.4694, 3.5317, -0.5554], [2.8369, 1.9635, -1.2227], [0.7860, 1.9936, -1.5874], [0.0106, 3.9936, -0.5666], [-1.0882, 2.6946, -0.4472], [0.7201, 3.8269, 1.7015], [-0.9960, 3.8986, 1.5905], [1.6104, 2.9452, 3.3555], [1.0066, 1.7170, 4.4223], [3.3350, 1.2127, 3.4207], [2.1071, -0.0167, 3.4029], [3.1579, 0.0605, 1.2913], [2.8055, -0.6047, -1.3886], [2.4204, -1.5024, -2.8392], [3.5133, -1.8653, -3.6326], [3.2630, -2.6232, -4.7898], [1.9526, -2.9849, -5.0906], [0.9297, -2.5839, -4.2806], [-0.6745, -3.1884, -4.6847], [1.1027, -1.8136, -3.1338], [-0.2897, -1.3639, -2.1670], [4.4917, -1.5391, -3.3000], [4.1129, -2.9009, -5.4072], [1.7210, -3.5759, -5.9843], [-0.2543, -1.9940, 1.6515], [-1.3928, -2.8804, 1.3483], [-2.6349, -2.5377, 2.1885], [-2.8485, -1.0321, 2.3794], [-3.2094, -0.3932, 1.0411], [-4.5643, -0.4258, 0.6722], [-4.9323, -0.0793, -0.6107], [-3.9595, 0.3776, -1.4768], [-2.6365, 0.4211, -1.0332], [-2.2763, 0.0669, 0.2063], [0.1715, -2.3556, 2.4410], [-1.0425, -3.9184, 1.5420], [-1.5672, -2.7287, 0.2967], [-2.6166, -3.0082, 3.1784], [-3.4977, -2.9533, 1.6834], [-1.9827, -0.5785, 2.8158], [-3.6134, -0.8652, 3.1573], [-5.2831, -0.7427, 1.3951], [-5.9780, -0.1741, -0.9617], [-4.1899, 0.6474, -2.5023], [-1.8793, 0.7987, -1.6905]],
  "total_charge": 1,
  "total_energy_ha": -3412.71740,
  "orbital_gap_ev": 7.33,
  "e_above_lowest_kcal_mol": 0.0,
  "molar_mass_g_mol": 501.58,
  "spin_multiplicity": 1,
  "lumo_ev": -2.4
}

=====

[3]
{
  "formula": "C20H28Cl5NO3RhS3Si",
  "method": "ωB97M-V/def2-TZVPD",
  "symbols": ["Rh", "Cl", "C", "C", "C", "Cl", "C", "Cl", "C", "Cl", "C", "Cl", "S", "C", "C", "N", "C", "H", "H", "H", "C", "Si", "C", "C", "O", "H", "H", "H", "H", "H", "H", "H", "H", "H", "O", "S", "C", "C", "C", "C", "H", "H", "H", "H", "H", "H", "H", "H", "O", "S", "C", "C", "C", "C", "H", "H", "H", "H", "H", "H", "H", "H"],
  "xyz": [[-0.5534, -0.8551, -0.9128], [2.6080, -2.7320, -1.8405], [2.0885, -1.4154, -2.8440], [0.8705, -0.8339, -2.5778], [0.4858, 0.2371, -3.3570], [-1.0381, 0.9626, -2.8845], [1.2540, 0.7506, -4.3873], [0.7366, 2.1287, -5.2683], [2.4722, 0.1246, -4.6630], [3.4561, 0.7086, -5.9383], [2.8915, -0.9652, -3.8930], [4.3850, -1.7343, -4.2339], [-2.0081, -4.2919, -3.6865], [-3.1159, -3.0160, -3.9524], [-2.8808, -2.0091, -3.0794], [-1.8396, -2.2442, -2.2127], [-1.2916, -3.4127, -2.4254], [-3.8707, -3.0789, -4.7193], [-3.4384, -1.0877, -3.0127], [-0.4615, -3.8008, -1.8505], [-1.0507, -4.1789, 2.5734], [-1.2989, -2.4110, 2.0282], [-0.3334, -1.2927, 3.2067], [-3.0993, -1.9388, 2.2159], [-0.6975, -2.1820, 0.5223], [-1.2905, -4.2805, 3.6344], [-0.0181, -4.4999, 2.4153], [-1.7040, -4.8544, 2.0133], [-0.6994, -1.4100, 4.2298], [-0.4422, -0.2487, 2.9007], [0.7292, -1.5525, 3.1910], [-3.3977, -2.0138, 3.2638], [-3.7469, -2.6006, 1.6332], [-3.2671, -0.9151, 1.8706], [1.1678, 0.5214, -0.1002], [2.6826, 0.3251, -0.1490], [3.1415, -0.2338, 1.5165], [3.3682, 1.0169, 2.3525], [4.1292, 1.9720, 1.4360], [3.3473, 2.0034, 0.1259], [4.0501, -0.8309, 1.4113], [2.3245, -0.8740, 1.8474], [3.9266, 0.7925, 3.2606], [2.4066, 1.4500, 2.6390], [5.1371, 1.5893, 1.2583], [4.2243, 2.9712, 1.8592], [3.9401, 2.2888, -0.7414], [2.4621, 2.6378, 0.1854], [-1.7087, 0.7099, 0.2619], [-1.0557, 1.7848, 1.1363], [-2.4340, 2.4831, 2.1166], [-2.8436, 3.8040, 1.4736], [-1.5526, 4.3981, 0.9098], [-0.9476, 3.2685, 0.0904], [-2.0306, 2.6328, 3.1191], [-3.2170, 1.7270, 2.1551], [-3.3172, 4.4665, 2.1967], [-3.5512, 3.6267, 0.6622], [-0.8811, 4.6808, 1.7246], [-1.7301, 5.2814, 0.2978], [0.0856, 3.4143, -0.2208], [-1.5579, 3.0361, -0.7840]],
  "s2": 6.010,
  "total_charge": 1,
  "total_energy_ha": -4954.68387,
  "orbital_gap_ev": [9.11, 6.76],
  "e_above_lowest_kcal_mol": 3.4,
  "molar_mass_g_mol": 734.91,
  "spin_multiplicity": 5,
  "lumo_ev": [-2.0, -4.7]
}

=====

[4]
{
  "formula": "C20H28EuN2Si",
  "method": "ωB97M-V/def2-TZVPD",
  "symbols": ["C", "C", "C", "H", "C", "C", "H", "H", "H", "H", "Eu", "C", "H", "H", "H", "Si", "C", "C", "H", "C", "H", "C", "H", "C", "H", "C", "H", "C", "C", "H", "C", "H", "C", "H", "C", "H", "C", "H", "H", "H", "N", "C", "C", "N", "H", "H", "H", "H", "H", "H", "H", "H"],
  "xyz": [[0.8550, 2.2311, 1.5532], [-0.2591, 2.3830, 0.6783], [-1.4510, 2.2470, 1.4502], [-0.2051, 2.6248, -0.3834], [-1.0703, 2.0039, 2.8113], [0.3529, 2.0045, 2.8713], [0.9548, 1.9872, 3.7799], [1.9075, 2.3721, 1.2762], [-2.4687, 2.3283, 1.0646], [-1.7515, 1.9137, 3.6576], [-0.6069, -0.2818, 1.3219], [-1.4071, -2.4974, -2.8411], [-2.3108, -2.8706, -2.3365], [-0.7296, -3.3213, -3.1373], [-1.7323, -2.0147, -3.7724], [-0.3305, -1.2499, -1.7654], [1.3462, -0.8578, -2.5293], [1.8934, 0.3515, -2.0464], [1.2215, 1.1353, -1.6924], [3.2717, 0.4914, -1.8963], [3.6682, 1.4441, -1.5606], [4.1219, -0.5699, -2.2149], [5.2030, -0.4566, -2.1426], [3.5683, -1.7766, -2.6684], [4.2128, -2.5999, -2.9741], [2.1768, -1.9583, -2.7770], [1.7204, -2.9337, -3.0014], [-1.3045, 0.3620, -2.0037], [-0.8598, 1.1710, -3.0662], [0.0523, 0.9019, -3.6125], [-1.5374, 2.3510, -3.4113], [-1.1163, 2.9947, -4.2007], [-2.7064, 2.6909, -2.7202], [-3.2201, 3.6161, -2.9760], [-3.1892, 1.8695, -1.6955], [-4.1008, 2.1593, -1.1685], [-2.4759, 0.7204, -1.3260], [-2.8369, 0.1015, -0.5079], [-0.9698, -1.9967, -0.5176], [0.4978, -0.7577, -0.4744], [1.4024, -1.0020, 2.9999], [0.8982, -1.9247, 4.0913], [-0.4706, -1.4860, 4.5854], [-1.4259, -1.3946, 3.4218], [2.2122, -1.4451, 2.5594], [1.7895, -0.1586, 3.4407], [0.8532, -2.9416, 3.6692], [1.6014, -1.9457, 4.9440], [-0.8350, -2.2017, 5.3423], [-0.4142, -0.4911, 5.0503], [-2.3149, -0.9826, 3.7263], [-1.6809, -2.3393, 3.1249]],
  "s2": 15.761,
  "total_charge": 0,
  "total_energy_ha": -1888.14146,
  "orbital_gap_ev": [6.48, 6.77],
  "molar_mass_g_mol": 476.51,
  "spin_multiplicity": 8,
  "lumo_ev": [-0.2, -0.2]
}